One molecule with the formula C25H30N4O3S, computed with wB97M-V/def2-TZVPD.

The geometry in ORCA input format:
```
! wB97M-V def2-TZVPD RIJCOSX def2/J DEFGRID3
* xyz 0 1
C -1.369 -1.413 0.890
N 0.386 2.519 0.674
C -0.060 -2.396 4.303
H 2.017 3.419 -0.359
C -0.104 -1.688 0.073
H -2.081 2.276 1.709
H 2.765 1.317 -1.429
H -1.729 0.177 -3.459
O -1.042 3.595 2.891
C -0.771 0.281 -6.690
C 0.592 -3.577 4.651
C -3.093 -0.015 -5.772
H -3.444 -0.855 -5.173
C 0.972 -0.661 0.395
N 1.241 0.139 -0.670
H 0.485 2.953 4.036
H -3.342 -0.199 -6.814
H 1.518 3.762 1.961
O -1.496 -0.217 2.953
H 2.177 0.704 -5.097
C -0.258 -1.413 5.267
H 1.291 -0.202 -8.439
H -2.514 4.011 1.584
C 1.120 0.556 -5.253
C -1.616 0.171 -5.596
H -0.373 4.489 0.449
N 0.870 0.561 -2.893
H -1.834 -0.493 0.528
C 1.480 0.607 -7.736
C 0.018 2.685 3.087
H -0.228 -3.040 2.386
H 2.728 1.107 0.351
C 1.038 2.766 1.953
C -1.079 0.243 -4.319
C -1.689 3.303 1.679
H 0.745 2.684 -1.361
H -0.759 -0.498 5.004
C 0.288 0.426 -4.141
C 0.197 -1.619 6.557
H 0.042 -0.850 7.299
C 0.615 -0.111 -1.867
C 1.316 2.570 -0.437
H -1.182 0.220 -7.688
H 2.529 0.589 -7.454
H 0.750 -4.342 3.903
S -0.452 -1.542 -1.707
O 1.521 -0.594 1.468
C 1.039 -3.773 5.943
C 0.843 -2.794 6.903
H 1.276 1.547 -8.247
C 0.598 0.474 -6.531
H -3.627 0.875 -5.441
H -0.379 1.664 3.145
N -0.496 -2.266 2.978
H 1.192 -2.947 7.913
H 0.285 -2.693 0.259
C 2.128 1.276 -0.544
H 1.798 2.002 2.119
C -0.724 3.443 0.501
H 1.543 -4.693 6.200
C -1.113 -1.215 2.386
H -2.079 -2.232 0.751
H -1.242 3.201 -0.431
*
```

Calculated values
Energy relative to the best compared isomer or geometry (same formula, charge and spin), kJ/mol: 24.75
Energy, eV: -49351.4441
Frontier orbital gap, eV: 8.59
SMILES: Cc1cc(C)cc(/N=C2\S[C@H](CC(=O)Nc3ccccc3)C(=O)N2CCN2CCOCC2)c1

---

One molecule with the formula C4H4O2, computed with wB97M-V/def2-TZVPD.

The geometry in ORCA input format:
```
! wB97M-V def2-TZVPD RIJCOSX def2/J DEFGRID3
* xyz 0 1
C 1.795 -0.070 -0.190
C 0.479 0.502 -0.550
H -1.339 0.445 1.416
C -0.657 -0.330 -0.378
O 2.785 -0.752 -0.336
H 0.396 1.455 -0.999
C -1.511 -0.194 0.622
H -0.773 -1.086 -1.112
O 1.254 0.699 0.692
H -2.431 -0.669 0.837
*
```

Calculated values
Energy relative to the best compared isomer or geometry (same formula, charge and spin), kJ/mol: 188.45
Energy, eV: -8305.1241
Frontier orbital gap, eV: 10.72
SMILES: C=C[C@H]1OC1=O

---

A 2-piece molecular cluster, C4H10SSe overall, computed with wB97M-V/def2-TZVPD.

The geometry in ORCA input format:
```
! wB97M-V def2-TZVPD RIJCOSX def2/J DEFGRID3
* xyz 0 1
H -2.800 -1.421 0.886
C -2.031 -1.112 0.191
H -2.055 -1.900 -0.612
H -1.125 -0.922 0.644
H 3.111 -1.433 -0.669
H -2.199 2.681 -0.089
S -2.597 0.390 -0.588
Se 2.195 0.598 -0.257
H 4.553 -0.199 -0.884
C -2.126 1.756 0.485
H -2.808 1.837 1.378
H 0.596 -0.046 1.247
H 3.368 -0.649 -2.267
H -1.077 1.573 0.886
C 3.522 -0.558 -1.164
C 1.474 -0.593 0.814
*
```

Calculated values
Energy relative to the best compared isomer or geometry (same formula, charge and spin), kJ/mol: 221.12
Energy, eV: -80487.6530
Frontier orbital gap, eV: 8.10

---

C4H9NO3 as an isolated structure, computed with wB97M-V/def2-TZVPD.

The geometry in ORCA input format:
```
! wB97M-V def2-TZVPD RIJCOSX def2/J DEFGRID3
* xyz 0 1
O -1.506 1.862 0.117
N 0.258 -0.641 1.278
H -0.442 1.851 0.251
H 2.000 1.317 -1.293
H -1.370 -1.901 0.149
H 0.627 0.257 0.927
H 0.688 -1.256 -1.676
C -1.874 0.499 0.062
C 1.448 0.518 -0.620
H 0.826 -1.389 1.086
H 2.069 -0.309 -0.241
H -0.397 -0.178 -2.013
H 0.017 -0.763 2.494
O 1.307 1.253 0.609
O -3.044 0.010 -0.020
C 0.148 -0.451 -1.150
C -0.755 -0.679 0.040
*
```

Calculated values
Energy relative to the best compared isomer or geometry (same formula, charge and spin), kJ/mol: 648.45
Energy, eV: -11920.8207
Frontier orbital gap, eV: 8.96

---

A 2-piece molecular cluster, C6H15N3O2 overall, computed with wB97M-V/def2-TZVPD.

The geometry in ORCA input format:
```
! wB97M-V def2-TZVPD RIJCOSX def2/J DEFGRID3
* xyz 0 1
O 0.181 2.066 -3.074
C -2.094 -0.629 0.181
N -1.676 -0.918 -1.071
H 2.347 0.620 -1.230
O 2.080 1.619 -3.550
H -0.147 -3.548 3.089
H -4.178 -0.711 0.623
C 0.239 -2.685 2.484
H 1.025 1.504 -0.425
C -0.542 -2.293 1.130
N -1.306 -1.040 1.256
H 0.465 -2.045 0.632
H -1.049 -3.049 0.621
H -0.785 2.469 -2.668
C 1.417 1.932 -2.573
H -2.237 -0.680 -1.843
C 1.832 1.738 -1.219
C 2.725 2.624 -0.331
H 1.273 -2.930 2.249
H 3.839 2.094 -0.243
H -3.770 0.786 0.057
H 3.205 3.634 -0.534
H 2.180 2.354 0.709
N -3.492 -0.053 0.485
H -1.844 -0.962 2.145
H 0.312 -1.899 3.099
*
```

Calculated values
Energy relative to the best compared isomer or geometry (same formula, charge and spin), kJ/mol: 454.36
Energy, eV: -15025.8163
Frontier orbital gap, eV: 9.44
SMILES: [H]/N=C(\N)NCC.CCC(=O)O

---

A 2-piece molecular cluster, C4H13N2O2 overall, computed with wB97M-V/def2-TZVPD.

The geometry in ORCA input format:
```
! wB97M-V def2-TZVPD RIJCOSX def2/J DEFGRID3
* xyz 1 1
H 0.160 -3.537 -1.187
H 3.095 0.517 0.519
H -0.621 2.200 -0.761
H 1.014 1.926 -0.546
H 0.058 0.918 -1.533
H 0.812 -2.703 -2.275
H 2.458 0.795 1.989
C 1.148 -0.180 0.717
H -1.273 -1.148 -0.171
H 1.400 -0.780 -0.150
H -0.222 1.302 1.362
N 0.101 1.476 -0.677
H -3.490 -0.088 -0.130
H 1.000 -0.872 1.536
O -2.511 1.655 -0.504
N 2.242 0.762 0.999
O 0.362 -2.621 -1.426
C -0.133 0.623 0.523
C -2.579 0.512 -0.124
H -1.648 -0.517 1.426
C -1.372 -0.240 0.412
*
```

Calculated values
Energy relative to the best compared isomer or geometry (same formula, charge and spin), kJ/mol: 155.44
Energy, eV: -11427.8630
Frontier orbital gap, eV: 10.99

---

no.,LUMO energy (eV)
1,0.24
2,0.64
3,-0.21
4,-0.08
5,0.35
6,-2.92